Version P
ORCA calculation (ωB97M-V/def2-TZVPD) on 2 unconnected molecules or ions with the total composition C6H10N2S.

Properties
* LUMO: 0.641 eV

Cartesian coordinates (Å):
C  1.09727  0.82475  0.48599
C  -2.25037  0.06400  -0.07500
C  -0.99310  -1.95287  1.16412
C  3.90977  -0.38034  -0.84833
C  0.18747  1.59119  1.00727
C  -2.64069  0.96252  -1.19992
N  1.80212  0.07122  -0.14335
N  2.89273  -0.60478  -0.12837
S  -1.33057  -1.25002  -0.49249
H  -1.84898  -1.78086  1.80199
H  -0.11201  -1.45812  1.56513
H  4.70474  -1.10423  -0.79958
H  4.03756  0.49002  -1.48876
H  -0.79631  -3.01241  1.04097
H  -0.47279  1.23805  1.77888
H  0.06449  2.60856  0.68690
H  -2.16235  1.92245  -1.00234
H  -3.71775  1.13115  -1.14456
H  -2.37122  0.63972  -2.20854

Version Q
ORCA calculation (ωB97M-V/def2-TZVPD) on a single C6H10N2S molecule.

Properties
* LUMO: 0.847 eV
* SMILES string: CN1C=CCN(C)C1=S

Cartesian coordinates (Å):
C  1.01302  2.51481  0.10373
N  0.16599  1.37625  0.28090
C  -1.08097  1.35029  -0.26556
C  -1.83417  0.24832  -0.26549
C  -1.28100  -1.01687  0.31181
N  0.13659  -1.15875  0.00214
C  0.65792  -2.50603  -0.05816
C  0.98717  -0.15925  0.03592
S  2.59163  -0.13390  -0.09579
H  0.75704  3.26621  0.85376
H  2.04874  2.20958  0.26255
H  0.93072  2.95926  -0.89487
H  -1.44786  2.28508  -0.67268
H  -2.82476  0.23650  -0.68175
H  -1.40413  -1.03539  1.40699
H  -1.80209  -1.88390  -0.10109
H  -0.06226  -3.15706  -0.55136
H  1.59189  -2.50663  -0.61856
H  0.85653  -2.88852  0.94750

Which is more stable than every other structure shown? version Q is more stable than every other one.